# 1
Below is a molecular structure, C3H7N3O3 at a distorted geometry, with properties calculated with the ωB97M-V functional and the def2-TZVPD basis.

Geometry as XYZ:
```
16
Properties=species:S:1:pos:R:3:forces:R:3
C -1.455670 -1.000826 -0.208264 -4.828 -2.104 -1.819
C 0.814958 -0.379204 -0.053873 0.021 1.055 -1.087
C 0.412685 0.737136 -2.045265 -1.945 3.620 -0.870
H -1.150211 -1.467713 -1.375843 -1.108 1.360 4.017
H -1.984359 -1.873821 0.447140 0.783 1.991 -2.046
H -2.440410 -0.050868 -0.339886 3.530 -2.817 0.303
H -0.366519 1.392270 1.050009 -1.012 -2.542 1.841
H -0.440767 0.205274 2.468248 -0.212 1.088 -1.837
H 0.322010 0.809056 -3.221175 0.681 -1.221 2.230
H 2.837149 0.416087 1.940448 -2.632 -0.997 0.056
N -0.355259 -0.633591 0.618895 0.191 1.971 0.511
N -0.799937 0.464653 1.501986 1.737 0.671 -0.211
N 1.995892 -0.044898 0.285632 -1.642 -0.057 2.919
O 0.626055 -0.400884 -1.428738 1.845 -1.578 -1.549
O 0.110707 1.758951 -1.445910 0.721 -1.180 -0.559
O 1.873675 0.068377 1.806596 3.869 0.740 -1.900
```
Forces are in eV/Å.

Output
Net charge: 0
Lowest unoccupied orbital energy, eV: 0.8
Highest occupied orbital energy, eV: -9.40
DFT total energy, hartree: -508.293812
HOMO-LUMO gap, eV: 10.159
Energy above the lowest of the compared OMol25 structures with the same formula, charge and spin, kcal per mole: 166.9
Maximum force, eV/A: 5.57

Results of the Löwdin charge analysis, in e, for atoms 1 through 5:
1 C -0.141
2 C -0.435
3 C -0.326
4 H 0.158
5 H 0.103

---

# 2
Below is C3H7N3OS in the gas phase, with properties calculated with the ωB97M-V functional and the def2-TZVPD basis.

Geometry as XYZ:
```
15
Properties=species:S:1:pos:R:3:forces:R:3
H 0.569139 0.118466 -2.600401 -0.168 0.064 0.020
N -0.434460 0.167895 -2.431644 -0.005 0.255 0.458
C -0.682310 0.724947 -1.324053 0.524 -0.583 -0.532
N -1.920888 0.843082 -0.771074 -0.614 0.582 0.167
O 0.300410 1.291705 -0.502499 -0.044 0.100 -0.008
C 0.833149 0.611446 0.540948 -0.003 -0.240 0.106
S 1.863960 1.374379 1.532032 -0.173 -0.153 -0.155
C 0.413287 -0.861103 0.661011 0.218 0.209 -0.603
N 0.998416 -1.610568 1.732094 0.212 0.190 0.913
H -2.048033 1.659734 -0.175222 0.035 -0.407 -0.239
H -2.689270 0.668184 -1.412322 0.308 0.014 0.191
H -0.676940 -0.886659 0.744314 0.050 -0.016 -0.078
H 0.671516 -1.352595 -0.304689 -0.234 0.307 0.507
H 0.788910 -1.173878 2.643231 0.036 -0.274 -0.691
H 2.013114 -1.575036 1.668274 -0.141 -0.046 -0.055
```
Forces are in eV/Å.

Output
Net charge: 0
Lowest unoccupied orbital energy, eV: 0.3
Highest occupied orbital energy, eV: -9.05
DFT total energy, hartree: -756.196145
HOMO-LUMO gap, eV: 9.328
Energy above the lowest of the compared OMol25 structures with the same formula, charge and spin, kcal per mole: 23.9
Maximum force, eV/A: 0.96

Results of the Löwdin charge analysis, in e, for atoms 1 through 5:
1 H 0.069
2 N 0.162
3 C -0.574
4 N 0.152
5 O -0.052

---

# 3
Below is C3H7N3OS in the gas phase at a distorted geometry, with properties calculated with the ωB97M-V functional and the def2-TZVPD basis.

Geometry as XYZ:
```
15
Properties=species:S:1:pos:R:3:forces:R:3
H -0.423780 -2.183082 0.226014 0.005 0.021 -0.220
N -1.101117 -1.505830 -0.120747 -0.043 0.712 0.376
C -0.781906 -0.307258 0.198163 0.443 -0.289 0.017
C -1.704191 0.832119 -0.148359 -0.833 0.101 1.764
N -1.686732 1.536741 -1.180290 -0.036 0.424 -0.779
S -0.579550 1.265560 -2.419588 0.318 -0.614 0.080
N 0.385465 0.083071 0.881954 -0.941 -0.283 -0.722
C 1.513983 -0.821513 0.818389 -0.305 -0.559 0.241
O 0.665952 1.451737 0.819586 0.661 0.090 -1.062
H -2.454227 1.145679 0.628399 0.709 -0.542 -0.658
H -0.170381 -0.000863 -2.080591 -0.049 0.471 -0.287
H 1.863934 -1.047882 -0.215333 -0.386 0.044 0.456
H 2.326381 -0.357756 1.354980 0.206 -0.012 0.287
H 1.185723 -1.754046 1.351506 0.693 0.742 -0.556
H 0.960446 1.663321 -0.114083 -0.441 -0.306 1.062
```
Forces are in eV/Å.

Output
Net charge: 0
Lowest unoccupied orbital energy, eV: 0.6
Highest occupied orbital energy, eV: -9.39
DFT total energy, hartree: -756.095737
HOMO-LUMO gap, eV: 9.964
Energy above the lowest of the compared OMol25 structures with the same formula, charge and spin, kcal per mole: 87.0
Maximum force, eV/A: 1.95

Results of the Löwdin charge analysis, in e, for atoms 1 through 5:
1 H 0.037
2 N 0.150
3 C -0.440
4 C -0.233
5 N -0.369

---

# 4
Below is C3H7N3S in the gas phase at a distorted geometry, with properties calculated with the ωB97M-V functional and the def2-TZVPD basis.

Geometry as XYZ:
```
14
Properties=species:S:1:pos:R:3:forces:R:3
C -1.730384 1.412755 -0.021181 -0.843 -0.231 -0.169
C -1.803809 -0.090786 -0.030870 -0.208 0.035 0.096
S -3.227022 -0.944698 -0.032074 0.285 0.132 -0.014
N -0.627980 -0.731765 -0.031398 -0.255 -0.264 -0.037
N 0.572079 -0.070401 -0.031354 0.738 -0.299 -0.005
C 1.611930 -0.817607 -0.015496 -0.557 0.750 -0.046
N 2.873868 -0.302460 -0.108789 -0.445 0.932 -0.244
H -1.183642 1.751673 -0.897242 -0.020 0.130 -0.097
H -1.195382 1.759534 0.846807 0.296 0.102 0.363
H -2.756101 1.812467 0.004270 0.531 -0.157 -0.154
H -0.660366 -1.748964 -0.053034 0.006 0.160 0.014
H 1.574122 -1.895858 0.019698 -0.134 -0.412 0.024
H 2.965641 0.699740 0.033211 -0.137 -0.338 -0.083
H 3.587045 -0.833628 0.317449 0.743 -0.539 0.351
```
Forces are in eV/Å.

Output
Net charge: 0
Lowest unoccupied orbital energy, eV: 0.7
Highest occupied orbital energy, eV: -7.97
DFT total energy, hartree: -680.940630
HOMO-LUMO gap, eV: 8.623
Energy above the lowest of the compared OMol25 structures with the same formula, charge and spin, kcal per mole: 26.1
Maximum force, eV/A: 1.06

Results of the Löwdin charge analysis, in e, for atoms 1 through 5:
1 C -0.116
2 C -0.885
3 S 0.576
4 N -0.080
5 N 0.044

---

# 5
Below is C3H7N3S in the gas phase, with properties calculated with the ωB97M-V functional and the def2-TZVPD basis.

Geometry as XYZ:
```
14
Properties=species:S:1:pos:R:3:forces:R:3
S 1.440112 -1.653823 -0.500074 -0.103 0.134 -0.068
N 0.381346 -0.429563 -0.004674 0.286 0.172 -0.055
C 0.790816 0.904092 -0.151828 -0.820 0.553 0.059
N 0.033557 1.929771 0.020881 0.652 -0.688 -0.195
N -1.233790 1.738643 0.528226 -0.200 -0.063 0.056
C -1.740818 0.400729 0.742526 -0.287 -0.362 -0.293
C -1.046198 -0.622816 -0.159061 -0.308 0.244 -0.259
H 1.820862 -2.085011 0.711234 0.032 -0.043 0.111
H 1.801118 1.061499 -0.492757 0.145 0.049 0.030
H -1.884546 2.376948 0.107686 0.100 0.145 -0.075
H -2.829988 0.368581 0.585576 0.322 0.145 -0.060
H -1.573836 0.108064 1.770756 0.133 -0.107 0.363
H -1.367913 -0.501565 -1.206655 0.146 0.145 0.152
H -1.298071 -1.631321 0.124480 -0.097 -0.324 0.235
```
Forces are in eV/Å.

Output
Net charge: 0
Lowest unoccupied orbital energy, eV: 0.8
Highest occupied orbital energy, eV: -7.94
DFT total energy, hartree: -680.905463
HOMO-LUMO gap, eV: 8.700
Energy above the lowest of the compared OMol25 structures with the same formula, charge and spin, kcal per mole: 48.2
Maximum force, eV/A: 0.99

Results of the Löwdin charge analysis, in e, for atoms 1 through 5:
1 S 0.799
2 N -0.535
3 C -0.265
4 N 0.012
5 N -0.086

---

# 6
Below is C3H7N3S in the gas phase at a distorted geometry, with properties calculated with the ωB97M-V functional and the def2-TZVPD basis.

Geometry as XYZ:
```
14
Properties=species:S:1:pos:R:3:forces:R:3
C 0.083373 -1.259243 0.046305 0.297 1.012 0.667
C 0.046740 0.252209 0.258540 0.416 -1.028 0.062
N 0.610361 0.932943 1.186524 -0.529 -0.415 -0.598
N 1.383308 0.155455 2.088562 0.331 1.123 0.336
N -0.765633 0.937034 -0.649570 -0.942 1.491 -0.364
C -1.340832 0.614105 -1.849288 -0.046 0.090 0.678
S -1.101212 -0.614080 -2.872306 0.251 -0.400 -0.233
H 0.899122 -1.487980 -0.655923 -0.488 -0.276 0.168
H 0.244628 -1.731225 1.020863 0.139 0.032 -0.219
H -0.895824 -1.543460 -0.334053 0.328 -0.271 -0.208
H 2.093488 -0.301430 1.534601 0.305 -0.350 0.088
H 1.888195 0.836553 2.692847 -0.646 -0.718 -0.678
H -1.018808 1.883052 -0.354948 0.276 -0.497 0.142
H -2.126905 1.326067 -2.112153 0.308 0.205 0.158
```
Forces are in eV/Å.

Output
Net charge: 0
Lowest unoccupied orbital energy, eV: 0.3
Highest occupied orbital energy, eV: -8.54
DFT total energy, hartree: -680.921702
HOMO-LUMO gap, eV: 8.862
Energy above the lowest of the compared OMol25 structures with the same formula, charge and spin, kcal per mole: 38.0
Maximum force, eV/A: 1.80

Results of the Löwdin charge analysis, in e, for atoms 1 through 5:
1 C -0.053
2 C -0.394
3 N -0.006
4 N -0.020
5 N 0.000

---

# 7
Below is C3H7N3S in the gas phase at a distorted geometry, with properties calculated with the ωB97M-V functional and the def2-TZVPD basis.

Geometry as XYZ:
```
14
Properties=species:S:1:pos:R:3:forces:R:3
H -2.371846 -1.982839 -0.515100 2.854 1.858 -0.736
N -1.536930 -1.249478 -0.735695 -1.090 0.375 5.239
C -1.275923 -0.677541 0.549143 -3.327 -2.111 -6.047
N -0.606399 0.501519 0.639775 -0.953 -1.378 -3.908
C 0.040441 1.210650 -0.515862 1.615 -5.660 -1.429
C 1.528670 1.031837 -0.212589 2.434 2.650 2.811
N 2.309554 0.056414 0.074368 -1.066 0.310 -0.640
S 1.880582 -1.528080 0.021725 2.865 -1.490 0.217
H -1.940821 -1.246276 1.250673 1.520 1.642 0.730
H -0.531757 0.964718 1.435017 0.269 1.949 4.608
H -0.148009 2.247596 -0.843063 -0.764 -0.766 0.620
H -0.106853 0.308708 -1.327852 -0.186 2.832 1.030
H 2.125262 1.887170 0.312299 -1.473 -0.207 -1.805
H 0.634034 -1.524398 -0.132842 -2.698 -0.004 -0.690
```
Forces are in eV/Å.

Output
Net charge: 0
Lowest unoccupied orbital energy, eV: 0.7
Highest occupied orbital energy, eV: -8.63
DFT total energy, hartree: -680.811517
HOMO-LUMO gap, eV: 9.318
Energy above the lowest of the compared OMol25 structures with the same formula, charge and spin, kcal per mole: 107.1
Maximum force, eV/A: 7.22

Results of the Löwdin charge analysis, in e, for atoms 1 through 5:
1 H 0.070
2 N -0.040
3 C -0.271
4 N -0.014
5 C -0.123

---

# 8
Below is C3H7N3S in the gas phase at a distorted geometry, with properties calculated with the ωB97M-V functional and the def2-TZVPD basis.

Geometry as XYZ:
```
14
Properties=species:S:1:pos:R:3:forces:R:3
C 2.200167 -1.116063 0.005117 -1.186 1.723 -0.182
C 0.860450 -0.852962 0.015745 2.498 -3.219 -0.193
N 0.276058 0.360865 -0.055702 -1.119 0.494 0.419
N 1.100727 1.460349 -0.015177 -0.581 3.022 0.344
C -1.102548 0.519076 -0.032719 0.958 0.891 0.579
N -1.868778 -0.462836 -0.074129 -1.869 -0.972 -0.175
S -3.564076 -0.080536 -0.000970 0.545 -0.499 -0.009
H 2.895803 -0.274513 -0.041289 -0.181 -0.328 0.026
H 2.631276 -2.095864 -0.055530 -0.336 -0.371 0.217
H 0.192693 -1.719986 0.041125 -0.081 0.656 -0.042
H 0.951753 2.032496 0.908642 0.271 -1.303 -2.367
H 0.827840 2.039209 -0.861196 0.770 -0.455 1.655
H -1.420741 1.555991 0.121514 0.141 0.011 -0.252
H -3.980625 -1.365227 0.044568 0.171 0.353 -0.020
```
Forces are in eV/Å.

Output
Net charge: 0
Lowest unoccupied orbital energy, eV: 0.8
Highest occupied orbital energy, eV: -7.84
DFT total energy, hartree: -680.871373
HOMO-LUMO gap, eV: 8.590
Energy above the lowest of the compared OMol25 structures with the same formula, charge and spin, kcal per mole: 69.6
Maximum force, eV/A: 4.08

Results of the Löwdin charge analysis, in e, for atoms 1 through 5:
1 C 0.006
2 C -0.193
3 N -0.242
4 N 0.040
5 C -0.339

---

# 9
Below is C3H7N3S in the gas phase at a distorted geometry, with properties calculated with the ωB97M-V functional and the def2-TZVPD basis.

Geometry as XYZ:
```
14
Properties=species:S:1:pos:R:3:forces:R:3
N 0.015901 1.505703 -0.696057 -0.586 1.628 -0.352
C -0.124940 0.620493 0.460388 -1.760 0.582 -0.779
C 1.059115 -0.278983 0.606337 1.396 -0.321 3.309
N 0.939698 -1.346932 -0.334503 -0.812 0.436 -1.475
N -0.480532 -1.445116 -0.403754 -0.987 -1.465 -0.232
C -1.192072 -0.394878 0.010939 0.204 -0.272 0.614
S -2.834678 -0.246570 0.062976 0.502 0.038 -0.072
H 0.678850 2.264767 -0.413013 -1.069 -0.617 -0.634
H -0.955410 1.918953 -0.933605 2.260 -0.689 0.589
H -0.491990 1.204210 1.313110 0.378 -0.635 0.315
H 1.098885 -0.772075 1.627341 -0.296 0.787 -0.844
H 2.019970 0.198043 0.486738 0.258 0.361 -0.143
H 1.161985 -0.860980 -1.209713 0.222 -0.591 -0.249
H -0.894779 -2.366639 -0.577188 0.290 0.759 -0.047
```
Forces are in eV/Å.

Output
Net charge: 0
Lowest unoccupied orbital energy, eV: 0.6
Highest occupied orbital energy, eV: -8.42
DFT total energy, hartree: -680.923939
HOMO-LUMO gap, eV: 9.052
Energy above the lowest of the compared OMol25 structures with the same formula, charge and spin, kcal per mole: 36.6
Maximum force, eV/A: 3.61

Results of the Löwdin charge analysis, in e, for atoms 1 through 5:
1 N 0.018
2 C -0.401
3 C -0.217
4 N -0.010
5 N -0.019